The following is a DFT calculation (wB97M-V/def2-TZVPD) of a single C5H6OS2 molecule at a distorted geometry.

Structure (XYZ):
```
14
Properties=species:S:1:pos:R:3:forces:R:3
C 1.133961 1.291668 -0.373864 0.4 0.1 0.0
C 1.567404 0.904833 0.988573 -0.7 -0.4 -0.6
C -0.072237 0.549964 -0.776865 -0.2 -0.2 0.6
C -0.494973 -0.402796 0.277727 0.7 1.3 -0.3
C -0.768147 -1.844151 0.225606 -0.2 -0.1 0.2
O -2.809895 0.749378 -0.377373 -0.7 0.0 -0.2
S 2.657382 0.270611 -0.159836 0.1 -0.1 -0.1
S -1.550141 1.029685 0.321125 0.9 -0.7 -0.2
H 1.326593 2.273200 -0.803692 0.0 -0.1 0.2
H 1.782811 1.445903 1.882966 0.0 0.2 0.4
H -0.291101 0.394167 -1.830938 -0.2 0.0 0.1
H 0.128070 -2.398181 0.512958 0.0 0.0 0.0
H -1.030620 -2.157360 -0.789549 0.0 0.0 0.0
H -1.579111 -2.106918 0.903166 0.0 -0.1 0.0
```
Positions in Å, forces in eV/Å.

energy relative to the best compared isomer or geometry (same formula, charge and spin): 121.9 kcal/mol
HOMO-LUMO gap (alpha / beta): 7.57 / 7.93 eV
E_tot: -28994.66877 eV
E_HOMO (alpha / beta): -8.100 / -8.281 eV